(1)
15
Properties=species:S:1:pos:R:3:forces:R:3:nbo_charge:R:1 method="wB97M-V/def2-TZVPD" homo_lumo_gap_ha="0.2579 / 0.3067" de_lowest_ev=6.287 homo_ha="-0.2623 / -0.2852" multiplicity=1
C -0.466 1.035 -0.671 -2.605 -0.514 -2.372 -0.3460
C -1.889 -0.507 0.493 0.159 -0.091 0.095 -0.4574
C 2.098 -0.538 -0.083 -0.204 -0.892 0.349 -0.4455
N -0.848 -0.292 -0.508 1.490 -0.711 1.756 -0.2065
N 0.890 -0.096 0.582 1.285 1.236 -0.405 -0.6832
H 1.134 0.320 1.485 -0.461 -0.945 0.496 0.3353
H -1.775 -1.519 0.883 -0.008 0.102 -0.075 0.2253
H -0.639 1.779 0.106 -0.042 -0.114 -0.113 0.1982
H 0.330 1.223 -1.385 0.107 -0.116 0.290 0.2257
H -1.418 0.867 -1.426 0.318 1.750 0.132 0.2125
H -1.841 0.204 1.324 -0.011 0.019 -0.076 0.1835
H -2.878 -0.452 0.023 0.120 0.083 -0.059 0.2107
H 2.602 -1.339 0.477 0.182 -0.010 -0.200 0.1698
H 2.839 0.263 -0.229 -0.254 0.062 0.142 0.1879
H 1.860 -0.949 -1.071 -0.076 0.140 0.041 0.1896

---

(2)
13
Properties=species:S:1:pos:R:3:forces:R:3:nbo_charge:R:1 method="wB97M-V/def2-TZVPD" homo_lumo_gap_ha="0.3222 / 0.3222" de_lowest_ev=3.733 homo_ha="-0.2898 / -0.2898" multiplicity=1 smiles="[H]/N=C(C)/C=N/N"
H -1.894 0.859 -0.174 0.262 0.670 -0.312 0.3315
N -1.075 0.409 -0.604 -0.549 -1.364 0.434 -0.5744
C 0.108 0.657 0.042 0.473 -0.308 0.339 0.1539
C 0.696 2.003 0.290 -0.131 0.169 0.198 -0.6575
C 0.517 -0.586 0.433 0.173 0.507 -0.717 -0.2122
N -0.657 -1.328 0.267 -0.223 0.064 -0.271 -0.0674
N -0.510 -2.480 -0.383 0.145 0.364 0.160 -0.5791
H 0.626 2.644 -0.590 -0.027 -0.099 0.032 0.2213
H 1.746 1.925 0.573 -0.053 -0.050 0.035 0.2245
H 0.162 2.499 1.108 0.046 0.042 -0.029 0.2227
H 1.483 -1.031 0.632 -0.064 -0.070 0.091 0.1984
H 0.145 -2.529 -1.159 -0.168 -0.004 0.124 0.3602
H -1.347 -3.041 -0.436 0.117 0.081 -0.085 0.3780